Formula: C6H14N2OS
Source: the Open Molecules 2025 dataset
Level of theory: ωB97M-V/def2-TZVPD

Positions of all 24 atoms, in Å:
C  -1.823  -0.280  -0.239
C  -0.271  -0.345  1.949
C  -0.231  2.326  -0.866
C  0.384  -1.924  -0.612
C  2.016  -0.360  -0.037
C  -0.422  0.127  0.410
N  -0.365  1.570  0.363
N  0.591  -0.555  -0.374
O  -1.812  -0.222  -1.574
S  -3.289  -0.384  0.514
H  -1.248  -0.326  2.396
H  0.073  -1.404  1.978
H  0.374  0.325  2.469
H  0.649  2.252  -1.438
H  -0.928  1.948  -1.587
H  -0.283  3.439  -0.733
H  1.179  -2.201  -1.348
H  0.631  -2.614  0.261
H  -0.610  -2.102  -0.846
H  2.429  -0.678  0.995
H  2.657  -0.792  -0.853
H  2.443  0.768  0.013
H  -1.217  1.826  0.907
H  -0.928  -0.393  -1.748

- ΔE to the lowest compared entry with this formula, charge and spin: 0.000 eV
- ⟨S²⟩: 2.0056
- Multiplicity: 3
- Strongest force on any atom: 3.7 eV Å⁻¹
- Frontier orbital gap (alpha / beta): 6.77 / 6.23 eV
- Net charge: 0

Formally, the natural (NBO) partial charges of the atoms, in units of the elementary charge, are as follows:
1. C -0.1143
2. C -0.6338
3. C -0.4275
4. C -0.4103
5. C -0.4390
6. C 0.2818
7. N -0.6403
8. N -0.5074
9. O -0.6802
10. S 0.2650
11. H 0.2085
12. H 0.2144
13. H 0.2257
14. H 0.2005
15. H 0.1864
16. H 0.2109
17. H 0.2036
18. H 0.1602
19. H 0.2149
20. H 0.1914
21. H 0.2109
22. H 0.2185
23. H 0.3741
24. H 0.4861

Formula: C6H14N3
Source: the Open Molecules 2025 dataset
Level of theory: ωB97M-V/def2-TZVPD

Positions of all 23 atoms, in Å:
C  1.494  -2.289  -1.779
C  2.319  -2.107  -0.903
C  0.501  -2.507  -2.832
C  3.313  -1.890  0.149
H  0.285  -3.583  -2.938
H  0.876  -2.127  -3.797
H  -0.438  -1.982  -2.588
H  3.585  -2.848  0.624
H  4.225  -1.434  -0.272
H  2.909  -1.216  0.924
C  -1.674  1.128  1.348
N  -2.535  1.916  1.995
N  -0.845  1.651  0.451
N  -1.651  -0.185  1.606
C  -0.803  3.070  0.110
H  -2.555  2.920  1.800
H  -3.174  1.517  2.687
H  -0.199  1.019  -0.027
H  -0.993  -0.791  1.112
H  -2.292  -0.581  2.298
H  -0.026  3.218  -0.659
H  -0.552  3.687  0.988
H  -1.770  3.413  -0.297

- ΔE to the lowest compared entry with this formula, charge and spin: 0.724 eV
- Multiplicity: 1
- Strongest force on any atom: 1.6 eV Å⁻¹
- Frontier orbital gap: 8.81 eV
- Net charge: +1

Formally, the natural (NBO) partial charges of the atoms, in units of the elementary charge, are as follows:
1. C -0.0379
2. C -0.0182
3. C -0.6796
4. C -0.6845
5. H 0.2465
6. H 0.2450
7. H 0.2196
8. H 0.2459
9. H 0.2453
10. H 0.2194
11. C 0.6718
12. N -0.7706
13. N -0.5528
14. N -0.7666
15. C -0.4420
16. H 0.4356
17. H 0.4320
18. H 0.4312
19. H 0.4356
20. H 0.4296
21. H 0.2561
22. H 0.2192
23. H 0.2192

Formula: C6H14N3O3PS
Source: the Open Molecules 2025 dataset
Level of theory: ωB97M-V/def2-TZVPD

Positions of all 28 atoms, in Å:
C  0.793  -0.331  1.163
C  -1.306  1.118  1.171
C  -0.079  -1.324  0.383
C  -1.992  0.413  -0.065
C  -0.607  -0.090  -0.507
C  0.045  0.744  0.596
N  -0.248  -0.245  -1.859
N  -1.159  -2.089  1.007
N  -2.701  1.267  -0.834
O  4.157  0.510  0.694
O  2.708  0.361  -1.439
O  3.270  -1.779  -0.125
P  3.221  -0.150  -0.209
S  1.363  2.726  0.526
H  0.725  -0.448  2.314
H  1.894  -0.442  0.738
H  -1.368  2.151  1.114
H  -1.616  0.836  2.227
H  0.607  -1.931  -0.194
H  -2.614  -0.406  0.275
H  -0.437  0.466  -2.639
H  0.730  -0.617  -2.064
H  -1.817  -1.432  1.593
H  2.501  -2.054  -0.605
H  -1.852  -2.460  0.327
H  -2.312  2.006  -1.384
H  -3.204  0.714  -1.420
H  1.296  2.485  -0.785

- ΔE to the lowest compared entry with this formula, charge and spin: 1.219 eV
- Multiplicity: 1
- Strongest force on any atom: 4.6 eV Å⁻¹
- Frontier orbital gap: 8.02 eV
- Net charge: 0

Formally, the natural (NBO) partial charges of the atoms, in units of the elementary charge, are as follows:
1. C -0.3065
2. C -0.4842
3. C -0.0391
4. C -0.0363
5. C 0.0412
6. C 0.1341
7. N -0.8695
8. N -0.8177
9. N -0.8144
10. O -0.9900
11. O -1.0564
12. O -0.9305
13. P 2.3931
14. S -0.2603
15. H 0.2514
16. H 0.0597
17. H 0.2563
18. H 0.2130
19. H 0.1838
20. H 0.1870
21. H 0.3929
22. H 0.3971
23. H 0.3599
24. H 0.4872
25. H 0.3752
26. H 0.3755
27. H 0.3603
28. H 0.1373

Formula: C6H14N4
Source: the Open Molecules 2025 dataset
Level of theory: ωB97M-V/def2-TZVPD

Positions of all 24 atoms, in Å:
N  0.208  -1.629  0.697
C  -0.903  -0.825  1.058
C  -1.094  0.550  1.098
C  -0.039  1.493  0.866
C  0.890  1.463  -0.112
C  0.823  0.576  -1.220
C  1.761  0.459  -2.177
N  2.982  1.349  -2.341
N  -1.832  -1.757  1.606
N  -3.149  -1.371  1.717
H  0.794  -2.059  1.395
H  0.812  -1.137  0.058
H  -1.950  1.108  1.368
H  -0.097  2.245  1.704
H  1.649  2.158  0.015
H  0.020  -0.061  -1.528
H  1.785  -0.316  -3.011
H  3.643  0.616  -2.662
H  3.142  1.706  -1.465
H  2.598  1.902  -3.069
H  -1.501  -2.690  1.544
H  -3.755  -1.058  0.860
H  -3.443  -0.554  2.326
H  -3.876  -1.987  2.117

- ΔE to the lowest compared entry with this formula, charge and spin: 4.920 eV
- SMILES: N\C(=C/C=C\C=C/[NH3+])N[NH3+]
- Multiplicity: 1
- Strongest force on any atom: 5.3 eV Å⁻¹
- Frontier orbital gap: 8.41 eV
- Net charge: +2

Formally, the natural (NBO) partial charges of the atoms, in units of the elementary charge, are as follows:
1. N -0.8355
2. C 0.3710
3. C -0.3942
4. C -0.0683
5. C -0.3206
6. C -0.2245
7. C -0.0887
8. N -0.6867
9. N -0.4384
10. N -0.5226
11. H 0.4175
12. H 0.3978
13. H 0.2389
14. H 0.2508
15. H 0.2216
16. H 0.2658
17. H 0.2462
18. H 0.4671
19. H 0.4422
20. H 0.4656
21. H 0.4470
22. H 0.4304
23. H 0.4463
24. H 0.4714

Formula: C6H14N4
Source: the Open Molecules 2025 dataset
Level of theory: ωB97M-V/def2-TZVPD

Positions of all 24 atoms, in Å:
C  -2.566  -1.711  0.751
C  -1.063  -2.012  0.668
C  -0.347  -1.289  -0.365
C  -0.368  0.192  -0.266
N  0.234  0.803  -1.456
C  1.290  1.566  -1.258
N  2.070  2.126  -2.146
N  1.771  1.560  0.089
C  0.882  0.924  0.929
N  0.842  0.865  2.187
H  -2.930  -0.672  0.492
H  -2.981  -1.920  1.769
H  -3.097  -2.319  0.023
H  -0.936  -3.107  0.524
H  -0.562  -1.839  1.574
H  -0.530  -1.640  -1.411
H  0.849  -1.509  -0.255
H  -1.286  0.810  0.067
H  -0.012  0.512  -2.411
H  3.017  2.589  -1.997
H  1.705  2.129  -3.134
H  2.471  2.291  0.333
H  0.086  0.301  2.431
H  1.461  1.348  2.862

- ΔE to the lowest compared entry with this formula, charge and spin: 2.101 eV
- SMILES: CCC[C@@H]1NC(=[NH2+])NC1=[NH2+]
- Multiplicity: 1
- Strongest force on any atom: 5.2 eV Å⁻¹
- Frontier orbital gap: 10.22 eV
- Net charge: +2

Formally, the natural (NBO) partial charges of the atoms, in units of the elementary charge, are as follows:
1. C -0.6375
2. C -0.4315
3. C -0.4500
4. C 0.0524
5. N -0.5572
6. C 0.6976
7. N -0.7226
8. N -0.5871
9. C 0.5656
10. N -0.6523
11. H 0.1990
12. H 0.2534
13. H 0.2433
14. H 0.2672
15. H 0.1895
16. H 0.2684
17. H 0.2324
18. H 0.2728
19. H 0.4700
20. H 0.4808
21. H 0.4582
22. H 0.4654
23. H 0.4490
24. H 0.4733

Formula: C6H14N4O
Source: the Open Molecules 2025 dataset
Level of theory: ωB97M-V/def2-TZVPD

Positions of all 25 atoms, in Å:
H  -3.322  -1.661  -0.406
N  -4.064  -0.974  -0.219
C  -3.552  0.173  -0.145
C  -4.398  1.392  0.118
N  -2.195  0.481  -0.339
N  -1.302  -0.594  -0.285
C  -0.710  -0.781  1.031
H  -4.102  1.880  1.053
H  -5.452  1.086  0.195
H  -4.292  2.117  -0.697
H  -1.879  1.306  0.160
H  -0.596  -0.453  -0.992
H  -0.012  -1.607  0.998
H  -1.496  -1.061  1.730
H  -0.211  0.125  1.408
O  1.401  -0.900  -0.192
C  2.368  -0.240  -0.486
C  3.614  -0.163  0.320
C  4.280  1.166  0.357
N  4.869  0.079  -0.381
H  2.387  0.377  -1.418
H  3.674  -0.841  1.180
H  3.807  1.988  -0.189
H  4.815  1.463  1.266
H  4.709  0.241  -1.350

- ΔE to the lowest compared entry with this formula, charge and spin: 2.866 eV
- SMILES: [H]/N=C(/C)NNC.O=C[C@@H]1CN1
- Multiplicity: 1
- Strongest force on any atom: 1.8 eV Å⁻¹
- Frontier orbital gap: 9.27 eV
- Net charge: 0

Formally, the natural (NBO) partial charges of the atoms, in units of the elementary charge, are as follows:
1. H 0.3503
2. N -0.6994
3. C 0.4284
4. C -0.6751
5. N -0.4859
6. N -0.4620
7. C -0.4227
8. H 0.2124
9. H 0.2431
10. H 0.2212
11. H 0.3432
12. H 0.3671
13. H 0.2334
14. H 0.1913
15. H 0.1522
16. O -0.5406
17. C 0.4366
18. C -0.2061
19. C -0.2374
20. N -0.5392
21. H 0.0996
22. H 0.2277
23. H 0.1972
24. H 0.2154
25. H 0.3492

Formula: C6H14N4O
Source: the Open Molecules 2025 dataset
Level of theory: ωB97M-V/def2-TZVPD

Positions of all 25 atoms, in Å:
C  -3.027  1.270  0.870
C  -1.678  0.945  0.304
O  -0.728  1.655  0.401
C  -1.407  -0.514  -0.452
N  -2.334  -1.105  -1.088
C  0.028  -0.872  -0.766
N  1.114  -0.477  0.106
C  1.299  -1.213  1.416
C  2.131  0.421  -0.351
N  1.760  1.501  -1.054
N  3.350  -0.014  -0.185
H  -3.676  1.653  0.173
H  -2.818  1.921  1.664
H  -3.769  0.399  1.190
H  -2.177  -2.030  -1.499
H  -3.238  -0.716  -1.231
H  0.111  -1.930  -0.870
H  0.202  -0.587  -1.741
H  2.086  -1.964  1.148
H  1.753  -0.618  2.161
H  0.273  -1.461  1.806
H  2.421  2.153  -1.235
H  0.796  1.750  -0.745
H  4.083  0.670  -0.432
H  3.444  -0.835  0.410

- ΔE to the lowest compared entry with this formula, charge and spin: 0.547 eV
- SMILES: CC(=O)C(=[NH2+])C[N+](C)=C(N)N
- Multiplicity: 1
- Strongest force on any atom: 5.2 eV Å⁻¹
- Frontier orbital gap: 8.24 eV
- Net charge: +2

Formally, the natural (NBO) partial charges of the atoms, in units of the elementary charge, are as follows:
1. C -0.7498
2. C 0.5908
3. O -0.4720
4. C 0.4037
5. N -0.5811
6. C -0.3151
7. N -0.4425
8. C -0.4219
9. C 0.7067
10. N -0.7407
11. N -0.7126
12. H 0.2799
13. H 0.2885
14. H 0.2713
15. H 0.4500
16. H 0.4518
17. H 0.2523
18. H 0.2834
19. H 0.2120
20. H 0.2417
21. H 0.2440
22. H 0.4219
23. H 0.4472
24. H 0.4472
25. H 0.4433

Formula: C6H14N5
Source: the Open Molecules 2025 dataset
Level of theory: ωB97M-V/def2-TZVPD

Positions of all 25 atoms, in Å:
C  1.749  1.683  -1.254
C  1.611  -0.961  -1.646
N  2.163  0.348  -1.698
N  2.565  -1.905  -1.590
N  0.360  -1.106  -1.254
H  2.843  0.275  -2.493
H  3.472  -1.890  -1.178
H  2.480  -2.697  -2.310
H  -0.415  -0.346  -0.616
H  0.112  -2.183  -1.094
H  0.676  1.983  -1.703
H  2.556  2.471  -1.545
H  1.587  1.794  -0.153
C  -1.541  -1.627  1.930
C  -1.581  1.582  0.268
C  -1.782  -0.319  1.388
C  -2.290  0.723  2.217
N  -1.138  0.327  0.280
N  -2.201  1.857  1.499
H  -1.595  2.294  -0.478
H  -2.599  2.795  1.558
H  -2.337  0.685  3.369
H  -2.494  -2.137  1.581
H  -1.667  -1.699  3.021
H  -0.533  -1.947  1.899

- ΔE to the lowest compared entry with this formula, charge and spin: 3.106 eV
- Multiplicity: 1
- Strongest force on any atom: 5.9 eV Å⁻¹
- Frontier orbital gap: 9.78 eV
- Net charge: +1

Formally, the natural (NBO) partial charges of the atoms, in units of the elementary charge, are as follows:
1. C -0.4307
2. C 0.6556
3. N -0.6144
4. N -0.8504
5. N -0.7813
6. H 0.4073
7. H 0.4356
8. H 0.4137
9. H 0.4560
10. H 0.3979
11. H 0.1885
12. H 0.2503
13. H 0.2197
14. C -0.6928
15. C 0.2086
16. C 0.1334
17. C -0.0685
18. N -0.4998
19. N -0.4956
20. H 0.2165
21. H 0.4409
22. H 0.2559
23. H 0.2585
24. H 0.2474
25. H 0.2477

Formula: C6H14NO
Source: the Open Molecules 2025 dataset
Level of theory: ωB97M-V/def2-TZVPD

Positions of all 22 atoms, in Å:
C  -1.542  -0.592  -1.167
N  -2.039  -1.562  -0.452
C  1.933  -0.948  -1.041
C  2.215  -0.485  0.404
O  2.437  0.858  0.470
C  -1.631  0.884  -0.722
C  -1.151  0.518  1.854
C  -0.782  1.258  0.564
H  -0.963  -1.185  -0.176
H  -1.142  -0.749  -2.176
H  2.714  -0.445  -1.616
H  0.983  -0.606  -1.452
H  2.033  -2.039  -1.087
H  1.404  -0.802  1.096
H  3.122  -1.072  0.712
H  -1.313  1.554  -1.507
H  -2.647  1.085  -0.376
H  -1.961  -0.181  1.649
H  -0.292  -0.038  2.224
H  -1.475  1.177  2.664
H  -0.788  2.347  0.587
H  0.259  0.994  0.333

- ΔE to the lowest compared entry with this formula, charge and spin: 4.253 eV
- Multiplicity: 1
- Strongest force on any atom: 2.0 eV Å⁻¹
- Frontier orbital gap: 6.42 eV
- Net charge: -1

Formally, the Mulliken partial charges of the atoms, in units of the elementary charge, are as follows:
1. C -0.0863
2. N -0.8214
3. C -0.8181
4. C -0.2562
5. O -0.9014
6. C -0.7042
7. C -1.3197
8. C 0.0064
9. H 0.2816
10. H 0.4441
11. H 0.3923
12. H -0.0041
13. H 0.2592
14. H 0.0386
15. H 0.3180
16. H 0.3074
17. H 0.3946
18. H 0.4724
19. H 0.2656
20. H 0.3196
21. H 0.4074
22. H 0.0043

Formula: C6H14NO
Source: the Open Molecules 2025 dataset
Level of theory: ωB97M-V/def2-TZVPD

Positions of all 22 atoms, in Å:
C  -1.153  -1.533  -1.050
C  -0.143  -1.064  0.077
C  0.896  -2.148  0.398
C  0.608  0.188  -0.595
C  -0.370  1.386  -0.263
N  0.331  2.631  -0.653
C  -0.363  1.363  1.481
O  -0.147  2.551  1.904
H  -0.490  -2.079  -1.778
H  -1.720  -0.793  -1.591
H  -1.922  -2.234  -0.588
H  -0.643  -0.616  0.941
H  1.521  -1.719  1.070
H  0.669  -3.040  0.771
H  1.417  -2.266  -0.580
H  1.595  0.357  -0.100
H  0.723  0.084  -1.662
H  -1.360  1.485  -0.679
H  0.251  3.248  0.142
H  1.281  2.470  -0.826
H  -1.420  1.035  1.775
H  0.439  0.692  1.807

- ΔE to the lowest compared entry with this formula, charge and spin: 1.864 eV
- SMILES: CC(C)C[C@H](N)C[O-]
- Multiplicity: 1
- Strongest force on any atom: 5.3 eV Å⁻¹
- Frontier orbital gap: 6.17 eV
- Net charge: -1

Formally, the natural (NBO) partial charges of the atoms, in units of the elementary charge, are as follows:
1. C -0.6111
2. C -0.2224
3. C -0.6000
4. C -0.4111
5. C -0.1180
6. N -0.8920
7. C -0.0007
8. O -0.9237
9. H 0.1830
10. H 0.2102
11. H 0.1854
12. H 0.2385
13. H 0.2037
14. H 0.1870
15. H 0.1807
16. H 0.1944
17. H 0.1783
18. H 0.1676
19. H 0.3929
20. H 0.3237
21. H 0.0604
22. H 0.0732